C44H42AsBrN2PtS2 | ωB97M-V with the def2-TZVPD basis set

The net charge is 0. The calculation puts the frontier orbital gap (alpha / beta) at 4.8 / 4.8 eV.

Atoms and positions in Å:
Pt1 -1.24203 -0.82439 -0.60476
S1 0.84086 -0.41373 0.67423
C1 0.69110 0.73057 1.85938
N1 1.69839 1.08328 2.65538
C2 1.49980 2.08729 3.70823
C3 0.17430 1.81736 4.35781
N2 -0.86330 1.92631 3.33061
C4 -2.02515 2.74125 3.69219
C5 -1.65857 4.20132 3.79946
C6 -1.79959 4.87595 5.00414
C7 -1.44627 6.21690 5.11039
C8 -0.94376 6.88804 4.00720
C9 -0.79932 6.21770 2.79657
C10 -1.15533 4.88308 2.69133
C11 -0.65472 1.46629 2.08504
S2 -1.67617 1.64081 0.83314
C12 3.02038 0.44472 2.62750
C13 3.25805 -0.35428 3.88510
C14 2.44017 -1.44670 4.16638
C15 2.62914 -2.18151 5.32523
C16 3.64120 -1.83405 6.21389
C17 4.46102 -0.75126 5.93743
C18 4.26661 -0.01227 4.77541
H1 1.51224 3.09356 3.28177
H2 2.31464 1.99462 4.42266
H3 -0.03441 2.55686 5.12885
H4 0.17084 0.82191 4.81058
H5 -2.39960 2.37902 4.65178
H6 -2.79214 2.57583 2.93953
H7 -2.19305 4.35156 5.86807
H8 -1.56346 6.73249 6.05456
H9 -0.66836 7.93143 4.08583
H10 -0.41672 6.74010 1.92948
H11 -1.05702 4.36606 1.74359
H12 3.77684 1.22389 2.51258
H13 3.05915 -0.19351 1.74901
H14 1.65960 -1.72336 3.46546
H15 1.99327 -3.03205 5.53314
H16 3.79054 -2.41094 7.11688
H17 5.25162 -0.47845 6.62384
H18 4.90898 0.83390 4.55838
Br1 -2.26064 -2.19485 1.34810
C19 -3.18357 -3.38355 0.18269
C20 -3.83987 -4.42808 0.75330
C21 -4.55856 -5.31307 -0.07863
C22 -4.58890 -5.09424 -1.42100
C23 -3.90463 -3.99897 -2.01186
C24 -3.96119 -3.79401 -3.40922
C25 -3.29477 -2.74518 -3.95864
C26 -2.53226 -1.86593 -3.15535
C27 -2.42069 -1.99370 -1.79108
C28 -3.15164 -3.09747 -1.20478
H19 -3.81582 -4.57508 1.82426
H20 -5.08142 -6.15272 0.35967
H21 -5.14294 -5.76071 -2.07122
H22 -4.53686 -4.48039 -4.01857
H23 -3.33488 -2.57845 -5.02919
H24 -1.98872 -1.06966 -3.64738
C29 -0.55848 0.11934 -2.22047
C30 -1.12650 1.44784 -2.50274
C31 -0.37435 2.56692 -2.91965
C32 -0.98445 3.74561 -3.32235
C33 -2.36721 3.86102 -3.33403
C34 -3.12895 2.77521 -2.90843
C35 -2.52960 1.60749 -2.47456
H25 0.70766 2.51602 -2.89251
H26 -0.36856 4.58438 -3.62510
H27 -2.84229 4.77950 -3.65243
H28 -4.20997 2.84719 -2.89233
H29 -3.14264 0.78188 -2.13806
C36 3.37999 0.03488 -2.65368
As1 1.38069 -0.11226 -2.68764
C37 1.21104 0.17997 -4.60852
C38 1.31456 -2.07088 -2.47835
C39 1.85461 -2.85437 -3.63781
C40 3.18376 -3.26801 -3.68766
C41 3.67131 -3.97657 -4.77844
C42 2.83209 -4.28804 -5.83869
C43 1.50149 -3.89072 -5.79471
C44 1.02010 -3.18158 -4.70516
H30 3.81088 -0.64092 -3.39076
H31 3.76042 -0.20743 -1.66103
H32 3.65591 1.06278 -2.89170
H33 1.71440 -0.62045 -5.15088
H34 1.68473 1.12734 -4.86849
H35 0.15968 0.21517 -4.87354
H36 0.26824 -2.29871 -2.30000
H37 1.87531 -2.29587 -1.56724
H38 3.84172 -3.03864 -2.85712
H39 4.70763 -4.28977 -4.79651
H40 3.20906 -4.84164 -6.68877
H41 0.83465 -4.13800 -6.61116
H42 -0.01938 -2.87821 -4.66787

***

C44H42CaN8O4 | ωB97M-V with the def2-TZVPD basis set

The net charge is 0. The calculation puts the frontier orbital gap at 6.0 eV.

Atoms and positions in Å:
Ca1 0.30140 1.35214 0.09088
C1 6.87677 4.14503 2.10891
C2 5.64248 3.30971 1.88372
C3 5.30429 2.28272 2.74722
C4 4.18744 1.49771 2.47508
C5 3.66566 0.35939 3.18884
N1 3.35300 0.32828 4.44776
C6 3.22241 1.52228 5.30564
C7 2.10103 2.42732 4.81745
C8 0.67714 1.85297 4.88894
N2 -0.07382 2.49265 3.83482
C9 -0.50040 3.66921 4.00111
C10 -0.95794 4.52177 2.90893
C11 -1.72751 5.63618 3.18044
C12 -2.27242 6.44801 2.17916
C13 -3.13319 7.63904 2.51719
C14 -2.06658 6.05037 0.87048
C15 -1.28615 4.94407 0.52700
C16 -1.28228 4.47352 -0.84026
N3 -0.92981 3.29026 -1.15674
C17 -1.02193 2.78366 -2.50258
C18 0.14145 1.79957 -2.71591
C19 1.53191 2.47918 -2.58130
N4 2.24886 2.14874 -1.34978
C20 2.97458 3.02991 -0.79688
C21 3.71983 2.76415 0.43968
C22 4.83660 3.51683 0.75122
C23 3.31724 1.74731 1.36887
O1 2.21549 1.12790 1.41450
C24 -0.58398 4.20432 1.54724
O2 0.29775 3.34547 1.28763
H1 7.07817 4.27621 3.17268
H2 6.76336 5.13649 1.66969
H3 7.76264 3.68859 1.66033
H4 5.93077 2.08085 3.61113
H5 3.48403 -0.55634 2.63492
H6 3.05389 -0.55658 4.83040
H7 4.17667 2.04451 5.29581
H8 3.04010 1.17605 6.32280
H9 2.30789 2.73295 3.79136
H10 2.12276 3.33520 5.42565
H11 0.25960 2.04901 5.89038
H12 0.63908 0.77922 4.69032
H13 -0.38904 1.23694 2.47159
H14 -0.52210 4.12733 5.00989
H15 -1.93539 5.87919 4.22045
H16 -2.92737 7.99725 3.52675
H17 -4.19942 7.40084 2.46726
H18 -2.95292 8.46882 1.83136
H19 -2.55753 6.60143 0.07022
H20 -1.67937 5.15873 -1.60396
H21 -0.93132 3.50993 -3.32577
H22 -1.97943 2.26708 -2.62420
H23 0.04489 1.34842 -3.70594
H24 0.05592 0.95099 -2.03936
H25 1.40719 3.56442 -2.68984
H26 2.12698 2.12869 -3.42886
H27 3.07855 4.03595 -1.22474
H28 5.11267 4.32152 0.07441
C25 -4.90956 -11.01953 -4.83736
O3 -3.54890 -10.64749 -4.72085
C26 -3.27463 -9.40477 -4.25167
C27 -1.92140 -9.07927 -4.14194
C28 -1.54142 -7.84264 -3.67477
C29 -2.49825 -6.89313 -3.30283
C30 -3.83926 -7.22730 -3.41724
C31 -4.23809 -8.47273 -3.88763
C32 -2.04689 -5.59031 -2.80575
N5 -0.79249 -5.23490 -2.66435
C33 -0.83225 -3.95272 -2.17560
C34 -2.12745 -3.52833 -2.01872
N6 -2.90146 -4.58850 -2.42659
C35 -2.48167 -2.24389 -1.50063
C36 -3.78625 -1.78887 -1.27023
C37 -3.97781 -0.53975 -0.73545
C38 -2.85849 0.25242 -0.45586
N7 -1.62937 -0.15368 -0.68604
C39 -1.41758 -1.37872 -1.18533
C40 -0.02510 -1.81951 -1.33313
N8 0.94178 -0.98018 -0.91637
C41 2.19151 -1.39287 -0.92530
C42 2.57442 -2.66023 -1.38037
C43 1.60540 -3.52035 -1.83261
C44 0.26746 -3.10988 -1.80200
H29 -4.91286 -12.03620 -5.21902
H30 -5.44015 -10.36882 -5.53706
H31 -5.41152 -10.99573 -3.86682
H32 -1.18761 -9.81965 -4.43088
H33 -0.49524 -7.58444 -3.58621
H34 -4.61401 -6.52281 -3.13853
H35 -5.29163 -8.69718 -3.96148
H36 -3.90395 -4.62766 -2.43971
H37 -4.63595 -2.42165 -1.49901
H38 -4.97022 -0.16387 -0.52983
H39 -2.95673 1.23300 -0.00404
H40 2.92425 -0.67496 -0.57253
H41 3.61830 -2.94266 -1.37325
H42 1.84244 -4.51290 -2.19280
O4 -0.64803 0.57924 1.83579

***

C44H42N4O3P2SSc | ωB97M-V with the def2-TZVPD basis set

The net charge is +1. The calculation puts the frontier orbital gap at 7.6 eV.

Atoms and positions in Å:
Sc1 -0.43615 -0.02426 1.05768
O1 -4.57294 -0.99028 -2.47151
C1 -3.75143 -2.04466 -2.59848
C2 -4.02110 -2.94554 -3.62969
C3 -3.20930 -4.04198 -3.82533
C4 -2.10417 -4.26931 -3.00619
C5 -1.83210 -3.37862 -1.99116
C6 -2.64287 -2.26181 -1.76270
C7 -2.29879 -1.34007 -0.67447
O2 -1.19916 -1.57230 0.00921
N1 -3.06343 -0.31700 -0.41670
N2 -2.51473 0.43982 0.61724
C8 -3.29142 1.30383 1.17636
C9 -2.90712 2.16038 2.26920
C10 -3.79493 3.17504 2.66114
C11 -3.48951 4.01402 3.70790
C12 -2.28854 3.82991 4.39836
C13 -1.40212 2.83296 4.04852
C14 -1.69222 1.98791 2.97207
O3 -0.85411 1.02924 2.63007
H1 -4.28550 -0.46845 -1.69184
H2 -4.88096 -2.75881 -4.25750
H3 -3.43761 -4.73186 -4.62761
H4 -1.46631 -5.12616 -3.17124
H5 -0.96793 -3.51879 -1.35488
H6 -4.30700 1.39369 0.79041
H7 -4.72765 3.29143 2.12210
H8 -4.17353 4.79713 4.00081
H9 -2.04877 4.47834 5.23168
H10 -0.47416 2.68245 4.58301
C15 2.57067 1.25746 -1.31967
C16 1.66942 2.49106 -1.29324
P1 0.41155 2.53235 0.05627
C17 -0.56367 3.97101 -0.45208
C18 -1.90835 3.80656 -0.76633
C19 -2.66091 4.87810 -1.22794
C20 -2.07004 6.12137 -1.38069
C21 -0.72251 6.29237 -1.08626
C22 0.02844 5.22388 -0.63008
C23 1.37042 3.02512 1.52461
C24 2.33866 2.13944 2.00352
C25 3.06386 2.43285 3.14645
C26 2.82721 3.61603 3.83334
C27 1.84879 4.48789 3.38189
C28 1.11704 4.19133 2.24067
P2 1.69189 -0.31814 -0.92495
C29 3.05742 -1.51692 -0.96370
C30 3.11089 -2.52858 -0.01280
C31 4.14631 -3.45333 -0.02230
C32 5.13803 -3.37519 -0.98495
C33 5.09293 -2.37138 -1.94532
C34 4.05984 -1.44965 -1.93533
C35 0.72658 -0.62840 -2.44201
C36 1.01237 -1.67221 -3.31750
C37 0.22238 -1.88615 -4.43905
C38 -0.86320 -1.06532 -4.69929
C39 -1.16444 -0.02863 -3.82712
C40 -0.37863 0.18349 -2.70667
H11 3.38991 1.35343 -0.60400
H12 3.01874 1.16841 -2.31082
H13 1.10194 2.55598 -2.22512
H14 2.27136 3.39976 -1.22447
H15 -2.36941 2.83248 -0.66789
H16 -3.70581 4.73626 -1.46936
H17 -2.65606 6.95798 -1.73653
H18 -0.25820 7.26061 -1.21625
H19 1.07745 5.37106 -0.40323
H20 2.52722 1.19285 1.50515
H21 3.80642 1.73125 3.50294
H22 3.39729 3.84999 4.72233
H23 1.64482 5.40193 3.92346
H24 0.33534 4.86844 1.92385
H25 2.34267 -2.58279 0.74327
H26 4.18087 -4.23065 0.73085
H27 5.94749 -4.09286 -0.99075
H28 5.86178 -2.30892 -2.70338
H29 4.03493 -0.68547 -2.70120
H30 1.84599 -2.33501 -3.12453
H31 0.45321 -2.70765 -5.10418
H32 -1.48290 -1.24069 -5.56827
H33 -2.02416 0.60390 -4.00623
H34 -0.66272 0.97950 -2.02441
S1 1.01531 -1.34096 2.89265
C41 0.87635 -3.02141 2.57952
N3 0.13558 -3.51225 1.58264
C42 -0.08725 -4.93766 1.37457
C43 1.15672 -5.70036 1.79170
C44 1.52270 -5.32906 3.21704
N4 1.55288 -3.87493 3.35028
H35 -0.37095 -2.84835 1.00847
H36 -0.31170 -5.08965 0.31970
H37 -0.95529 -5.26722 1.95295
H38 1.98085 -5.44994 1.12003
H39 0.98176 -6.77281 1.72263
H40 2.51221 -5.70635 3.47310
H41 0.80817 -5.75190 3.92757
H42 2.06712 -3.45954 4.10997

***

In order of appearance, relative energy (zero: lowest compared OMol25 entry of this formula, charge and spin) = 54.2 0.0 3.7 kcal per mole.